(1)
This record from OMol25 describes an isolated molecule of C3H6N2O2. The level of theory is wB97M-V/def2-TZVPD.

```
! wB97M-V def2-TZVPD RIJCOSX def2/J DEFGRID3
* xyz 0 1
N -1.88797 0.77512 -0.33564
C -1.26957 -0.19044 0.43958
O -2.16487 -1.05958 0.97218
C 0.05348 -0.28266 0.63323
O 0.84687 0.75946 0.13873
C 1.89446 0.41208 -0.63234
N 2.19914 -0.78047 -0.91319
H -2.75890 1.10319 0.06215
H -1.26206 1.53856 -0.55013
H 0.56126 -1.11657 1.10386
H -1.67410 -1.68227 1.52272
H 2.42747 1.31364 -0.94712
H 3.03479 -0.79005 -1.49402
*
```

Output
Relative energy (zero: lowest compared OMol25 entry of this formula, charge and spin), kJ/mol: 231.35
Calculated total energy, a.u.: -377.8712



(2)
This record from OMol25 describes an isolated molecule of C3H6N2O2 at a distorted geometry. The level of theory is wB97M-V/def2-TZVPD.

```
! wB97M-V def2-TZVPD RIJCOSX def2/J DEFGRID3
* xyz 0 1
C -1.56598 -0.33605 1.60515
C -2.10363 0.15463 0.21821
C 2.12625 0.10875 -0.92047
N -0.27513 -0.29749 1.56696
N 0.20572 0.24015 0.38155
O -0.90966 0.57006 -0.50515
O 1.11986 -0.56519 -0.31727
H -2.13609 -0.61125 2.53408
H -2.56879 -0.57139 -0.52093
H -2.80563 0.94554 0.22899
H 1.98315 1.23163 -1.14037
H 2.34801 -0.20022 -1.89034
H 3.07165 -0.07012 -0.39987
*
```

Output
Relative energy (zero: lowest compared OMol25 entry of this formula, charge and spin), kJ/mol: 663.38
Calculated total energy, a.u.: -377.7067



(3)
This record from OMol25 describes a 3-piece molecular cluster, C3H6N2O2 overall at a distorted geometry. The level of theory is wB97M-V/def2-TZVPD.

```
! wB97M-V def2-TZVPD RIJCOSX def2/J DEFGRID3
* xyz 0 1
C 2.09732 -2.28160 -1.53099
C 0.20305 -0.87071 1.45563
C -0.94798 0.02211 1.47648
N 0.31147 -1.28224 0.31639
N -1.03240 2.39678 -0.72939
O 2.94096 -1.62964 -1.09957
O 1.27856 -2.97606 -1.96505
H -0.80443 1.04863 1.18268
H 0.81733 -1.21697 2.43994
H -1.90326 -0.50241 1.78036
H -1.80105 2.25026 -1.43789
H -0.34817 1.72680 -1.17735
H -0.81141 3.31506 -0.71125
*
```

Output
Relative energy (zero: lowest compared OMol25 entry of this formula, charge and spin), kJ/mol: 465.20
Calculated total energy, a.u.: -377.7822



(4)
This record from OMol25 describes an isolated molecule of C3H6N2O2 at a distorted geometry. The level of theory is wB97M-V/def2-TZVPD.

```
! wB97M-V def2-TZVPD RIJCOSX def2/J DEFGRID3
* xyz 0 1
C -0.13432 0.25130 0.44841
C -1.32623 0.26762 -0.46997
N -0.39405 0.09179 1.75713
O 1.07361 -1.26728 -0.63770
N 1.02133 0.84697 0.12816
C 1.77446 0.15788 -0.69539
O 2.68380 0.36636 -1.42844
H 1.12882 -1.66952 -1.51700
H -1.32040 -0.12364 2.08311
H 0.36358 0.21377 2.40963
H -1.81599 1.24801 -0.39144
H -1.00756 0.12149 -1.49618
H -2.04704 -0.50475 -0.19033
*
```

Output
Relative energy (zero: lowest compared OMol25 entry of this formula, charge and spin), kJ/mol: 173.20
Calculated total energy, a.u.: -377.8934



(5)
This record from OMol25 describes an isolated molecule of C3H6N2O2. The level of theory is wB97M-V/def2-TZVPD.

```
! wB97M-V def2-TZVPD RIJCOSX def2/J DEFGRID3
* xyz 0 1
C 1.00207 -1.51818 -0.55268
O 0.50963 -0.75911 0.54446
C -0.64854 -0.09624 0.34458
N -1.46237 -0.14564 -0.62290
N -0.89360 0.79315 1.41272
C -0.18142 1.98792 1.39131
O -0.67655 3.05660 1.65740
H 1.85138 -2.08598 -0.17368
H 1.32739 -0.85949 -1.36644
H 0.25153 -2.22123 -0.93201
H -1.20208 -0.83337 -1.32270
H -1.88612 0.96507 1.53979
H 0.88229 1.86003 1.12384
*
```

Output
Relative energy (zero: lowest compared OMol25 entry of this formula, charge and spin), kJ/mol: 167.39
Calculated total energy, a.u.: -377.8956



(6)
This record from OMol25 describes a 2-piece molecular cluster, C3H6N2O2 overall at a distorted geometry. The level of theory is wB97M-V/def2-TZVPD.

```
! wB97M-V def2-TZVPD RIJCOSX def2/J DEFGRID3
* xyz 0 1
C -0.18675 -0.91487 -0.47039
C 0.54322 -0.68815 2.44830
C -0.80879 1.27578 -1.36976
N 0.52406 -1.87368 2.50716
N 0.13139 0.24417 -0.92346
O 1.49043 0.58715 -1.04013
O 0.72742 0.45998 2.58310
H -1.27821 -0.93052 -0.51585
H -0.98257 2.17715 -0.84591
H -1.87044 0.70545 -1.42800
H -0.47880 1.53764 -2.42105
H 1.93759 -0.01049 -0.43495
H 0.25145 -2.56962 1.91094
*
```

Output
Relative energy (zero: lowest compared OMol25 entry of this formula, charge and spin), kJ/mol: 528.09
Calculated total energy, a.u.: -377.7582



(7)
This record from OMol25 describes a 2-piece molecular cluster, C3H6N2O2 overall. The level of theory is wB97M-V/def2-TZVPD.

```
! wB97M-V def2-TZVPD RIJCOSX def2/J DEFGRID3
* xyz 0 1
N -1.41736 -0.35217 -1.24656
C -1.11204 -0.18842 0.03545
O -1.92210 0.02213 1.00698
C -0.47714 -0.71956 1.19097
O 1.76600 -0.82451 0.51768
C 1.82887 0.31414 -0.00406
N 0.79620 0.96188 -0.52237
H -2.28888 0.07195 -1.54066
H -0.61172 -0.19711 -1.84241
H -0.60327 -1.76761 1.43963
H 0.14228 -0.08394 1.79709
H 2.81915 0.82437 -0.01074
H 1.06649 1.89047 -0.83581
*
```

Output
Relative energy (zero: lowest compared OMol25 entry of this formula, charge and spin), kJ/mol: 441.72
Calculated total energy, a.u.: -377.7911



(8)
This record from OMol25 describes a 2-piece molecular cluster, C3H6N2O2 overall. The level of theory is wB97M-V/def2-TZVPD.

```
! wB97M-V def2-TZVPD RIJCOSX def2/J DEFGRID3
* xyz 0 1
C 2.04030 -0.02096 2.69865
C 0.99390 -0.59738 2.70748
C -1.11404 0.05082 -1.15879
N -0.92447 0.64867 -2.36473
N -0.21588 -0.35162 -0.34921
O -2.40550 -0.16434 -0.84228
O 1.10842 -0.05867 -0.75647
H 2.95387 0.49170 2.77995
H -2.43940 -0.68173 -0.03135
H 0.08784 -1.11856 2.61596
H -0.00362 1.01740 -2.53124
H -1.71047 1.11930 -2.77591
H 1.62905 -0.33461 0.00795
*
```

Output
Relative energy (zero: lowest compared OMol25 entry of this formula, charge and spin), kJ/mol: 461.45
Calculated total energy, a.u.: -377.7836



(9)
This record from OMol25 describes C3H6N2O2 as an isolated structure at a distorted geometry. The level of theory is wB97M-V/def2-TZVPD.

```
! wB97M-V def2-TZVPD RIJCOSX def2/J DEFGRID3
* xyz 0 1
C -0.65451 -0.08750 1.00781
C 0.14669 1.05324 -0.82428
C 0.37985 -0.29111 -0.11619
N -1.80547 2.32612 0.30764
N -0.83918 1.54643 0.14745
O -1.99929 3.26690 -0.46667
O 0.09304 -1.37034 -0.96063
H -1.59752 -0.60142 0.90344
H -0.30466 0.07842 2.01265
H 1.02419 1.69997 -0.88372
H -0.28862 0.93808 -1.81855
H 1.39654 -0.38047 0.28976
H 0.09122 -2.18936 -0.45206
*
```

Output
Relative energy (zero: lowest compared OMol25 entry of this formula, charge and spin), kJ/mol: 582.87
Calculated total energy, a.u.: -377.7373



(10)
This record from OMol25 describes a 2-piece molecular cluster, C3H6N2O2 overall. The level of theory is wB97M-V/def2-TZVPD.

```
! wB97M-V def2-TZVPD RIJCOSX def2/J DEFGRID3
* xyz 0 1
N 0.03060 -1.84189 -0.12020
C 1.03241 -0.49792 -1.19391
O 1.34339 -1.03280 -2.21167
C 1.05337 0.56532 -0.38381
O 0.51859 0.56306 0.90918
C -0.60827 1.28420 1.09187
N -1.26292 1.81239 0.15050
H -0.22605 -2.53325 -0.81918
H -0.80153 -1.50010 0.34908
H 1.46931 1.49827 -0.74081
H 0.62682 -2.27269 0.57819
H -0.83814 1.32007 2.16288
H -2.07697 2.29894 0.51643
*
```

Output
Relative energy (zero: lowest compared OMol25 entry of this formula, charge and spin), kJ/mol: 327.45
Calculated total energy, a.u.: -377.8346



(11)
This record from OMol25 describes an isolated molecule of C3H6N2O2 at a distorted geometry. The level of theory is wB97M-V/def2-TZVPD.

```
! wB97M-V def2-TZVPD RIJCOSX def2/J DEFGRID3
* xyz 0 1
C -1.47735 -1.03665 -0.36852
C 0.25317 0.13521 0.72191
C -1.89951 0.36449 -0.03833
N 2.56161 0.16667 -0.18456
N 1.24149 0.68325 -0.06928
O -1.62002 0.03028 -1.34862
O -0.85014 0.91528 0.83842
H -2.15645 -1.89782 -0.46471
H 0.24409 -0.45149 1.70680
H -2.81833 0.74852 0.19441
H 2.96781 0.01389 0.66920
H 2.64720 -0.69103 -0.70643
H 0.90644 1.01941 -0.95029
*
```

Output
Relative energy (zero: lowest compared OMol25 entry of this formula, charge and spin), kJ/mol: 744.50
Calculated total energy, a.u.: -377.6758



(12)
This record from OMol25 describes an isolated molecule of C3H6N2O2 at a distorted geometry. The level of theory is wB97M-V/def2-TZVPD.

```
! wB97M-V def2-TZVPD RIJCOSX def2/J DEFGRID3
* xyz 0 1
C 0.49331 -0.95498 0.92623
C 0.27308 -0.70411 -2.25647
C -0.48878 1.14638 1.94695
N 0.88937 -0.06414 -1.14647
N -0.03574 0.23318 0.86429
O 0.69909 -1.88161 1.58011
O -0.11394 0.68996 -0.45350
H -0.50919 -0.16902 -2.78159
H 0.78784 -0.94237 -3.16061
H -0.30208 -1.61984 -2.07843
H -0.02021 0.85858 2.87872
H -0.11706 2.19956 1.70792
H -1.55569 1.20840 1.97286
*
```

Output
Relative energy (zero: lowest compared OMol25 entry of this formula, charge and spin), kJ/mol: 779.64
Calculated total energy, a.u.: -377.6624



Copy entry 5 word for word.
This record from OMol25 describes an isolated molecule of C3H6N2O2. The level of theory is wB97M-V/def2-TZVPD.

```
! wB97M-V def2-TZVPD RIJCOSX def2/J DEFGRID3
* xyz 0 1
C 1.00207 -1.51818 -0.55268
O 0.50963 -0.75911 0.54446
C -0.64854 -0.09624 0.34458
N -1.46237 -0.14564 -0.62290
N -0.89360 0.79315 1.41272
C -0.18142 1.98792 1.39131
O -0.67655 3.05660 1.65740
H 1.85138 -2.08598 -0.17368
H 1.32739 -0.85949 -1.36644
H 0.25153 -2.22123 -0.93201
H -1.20208 -0.83337 -1.32270
H -1.88612 0.96507 1.53979
H 0.88229 1.86003 1.12384
*
```

Output
Relative energy (zero: lowest compared OMol25 entry of this formula, charge and spin), kJ/mol: 167.39
Calculated total energy, a.u.: -377.8956



The lowest calculated total energy belongs to which entry?
number 5



relative energy (zero: lowest compared OMol25 entry of this formula, charge and spin) of number 5 (C3H6N2O2)?
167.39 kJ/mol